w.
Computed, not measured: a gas-phase ion, C4H4NO3 (charge -1), with the ωB97M-V functional and the def2-TZVPD basis.

Geometry (Å):
C: 0.01784 -1.62606 -0.78139
C: -1.48978 0.26387 -0.13567
C: -0.11760 -0.35309 0.15958
C: 1.06756 0.49360 0.65939
N: -0.05662 -1.83617 0.43744
O: -1.43942 1.36105 -0.72750
O: -2.45158 -0.53479 0.10160
O: 1.13472 1.69768 -0.07030
H: 0.05143 -1.99928 -1.71022
H: 2.12710 0.15170 0.64582
H: 0.93617 0.63042 1.79635
H: 0.22016 1.75107 -0.37510

Summary:
Charge ... -1
Frontier orbital gap ... 0.3130 Eh
SMILES string ... O=C([O-])[C@]1(CO)C=N1
LUMO level ... 4.027 eV

x.
Computed, not measured: a gas-phase ion, C4H4NO3 (charge -1), with the ωB97M-V functional and the def2-TZVPD basis.

Geometry (Å):
C: -0.25754 0.13672 -2.56913
C: 0.09443 1.34505 -2.78151
C: -0.22079 -0.44346 -1.26062
C: 0.12061 0.09417 1.06285
N: 0.07670 0.44327 -0.33131
O: 0.24271 2.39539 -3.33340
O: -0.54378 -1.60708 -0.96329
O: 0.29778 1.74515 -0.75593
H: -0.65422 -0.60348 -3.27208
H: 0.83415 -0.73707 1.33054
H: 0.50939 1.03146 1.49608
H: -0.87315 -0.20364 1.37844

Summary:
Charge ... -1
Frontier orbital gap ... 0.2636 Eh
SMILES string ... CN([O-])C(=O)C=C=O
LUMO level ... 4.115 eV

x ends up most stable, edging out the next structure by 0.0042 hartree.

w.
Computed, not measured: CH6N4 in the gas phase, with the ωB97M-V functional and the def2-TZVPD basis.

Geometry (Å):
C: -0.25984 -0.39655 -0.37720
H: -0.35148 2.75705 -0.71459
H: -0.47902 1.94031 0.76797
H: -1.72263 0.77093 -1.08974
H: -0.84920 -1.26366 -0.78474
H: 0.99857 -2.52985 0.33238
H: 1.92971 -1.67738 1.39665
N: -0.11512 1.87736 -0.19444
N: -0.70438 0.81034 -0.92261
N: 0.62053 -0.51819 0.51802
N: 0.93287 -1.77036 1.06828

Summary:
Frontier orbital gap ... 0.3421 Eh
SMILES string ... N/N=C/NN
LUMO level ... 1.116 eV

x.
Computed, not measured: CH6N4 in the gas phase, with the ωB97M-V functional and the def2-TZVPD basis.

Geometry (Å):
C: 0.53611 0.14055 0.02915
H: -1.79632 0.63228 0.82579
H: -2.33875 0.10726 -0.78859
H: -0.48687 -1.69688 -0.36470
H: 1.71101 -1.61722 0.43850
H: 2.55325 -0.05306 -0.07884
H: -0.54100 1.69093 -0.28107
N: -1.93410 -0.17486 0.12188
N: -0.61252 -0.69435 -0.09157
N: 1.68694 -0.57766 -0.00036
N: 0.52854 1.46021 -0.01938

Summary:
Frontier orbital gap ... 0.3483 Eh
SMILES string ... [H]/N=C(/N)NN
LUMO level ... 0.869 eV

y.
Computed, not measured: CH6N4 in the gas phase, with the ωB97M-V functional and the def2-TZVPD basis.

Geometry (Å):
N: 0.41403 -0.61171 -0.93331
N: -0.03709 -1.71743 -0.58915
N: 0.94322 1.21686 0.43571
C: -0.15054 0.54111 -0.21547
N: -1.18678 0.27571 0.73194
H: -0.87644 -0.40926 1.41622
H: 0.44402 -2.46420 -1.10945
H: 1.29887 0.66475 1.21736
H: 1.70021 1.39328 -0.22086
H: -2.01555 -0.08965 0.27273
H: -0.53396 1.20059 -1.00568

Summary:
Frontier orbital gap ... 0.3694 Eh
SMILES string ... [H]/N=N/C(N)N
LUMO level ... 0.920 eV

y ends up most stable, edging out the next structure by 0.0084 hartree.

w.
Computed, not measured: a gas-phase ion, C5H11N2O (charge -1), with the ωB97M-V functional and the def2-TZVPD basis.

Geometry (Å):
C: 0.99515 -0.98581 1.95724
O: 2.34456 -0.94980 1.49414
C: 0.12114 0.03299 1.37125
C: -0.93026 -0.48961 0.37499
C: -1.61744 0.60199 -0.59540
N: 0.47844 -0.12139 -2.47858
C: -0.13282 1.14643 -2.23467
N: -0.80608 1.57427 -1.14824
H: 0.55042 -1.91825 1.64266
H: 1.33114 -0.73624 3.05768
H: 0.74285 0.62352 0.74580
H: -0.35493 0.81150 2.24804
H: -0.39743 -1.15338 -0.49275
H: -1.76354 -1.08620 0.85907
H: -2.46487 1.12555 -0.05941
H: -2.19177 0.00256 -1.38911
H: 2.59482 -0.28342 0.79476
H: 1.23207 -0.01669 -3.21253
H: 0.26855 1.82196 -2.93493

Summary:
Charge ... -1
Frontier orbital gap ... 0.2403 Eh
SMILES string ... [H]/N=C/[N-]CCCCO
LUMO level ... 3.869 eV

x.
Computed, not measured: a gas-phase ion, C5H11N2O (charge -1), with the ωB97M-V functional and the def2-TZVPD basis.

Geometry (Å):
C: 1.82939 -0.14437 0.77377
O: 2.02101 0.50351 -0.46732
C: 0.34089 -0.50785 0.79555
C: -0.65555 0.52531 0.47866
C: -1.15617 0.41078 -0.98875
C: -2.51277 0.61536 -1.20896
N: -0.13484 0.18676 -1.78703
N: 0.10941 -1.33072 2.12334
H: 2.02015 0.60663 1.55696
H: 2.42319 -1.05986 0.87900
H: 0.23566 -1.43414 0.23452
H: -1.53182 0.68673 1.10620
H: -0.12469 1.50045 0.53433
H: -3.08841 0.21297 -2.02901
H: -3.05918 1.11247 -0.41147
H: 1.25380 0.31789 -1.11835
H: -0.25370 0.35686 -2.77844
H: -0.77080 -1.17364 2.59465
H: 0.14919 -2.31254 1.90462

Summary:
Charge ... -1
Frontier orbital gap ... 0.2411 Eh
LUMO level ... 4.238 eV

x ends up most stable, edging out the next structure by 0.0471 hartree.

w.
Computed, not measured: a molecular structure, CH2N2O, with the ωB97M-V functional and the def2-TZVPD basis.

Geometry (Å):
C: 0.56773 0.38609 0.42284
N: 1.17820 0.54293 -0.65371
N: 2.97067 0.28635 -0.45954
O: 3.23549 -0.44193 0.40089
H: -0.42628 0.48083 0.50924
H: 0.92219 0.02574 1.43256

Summary:
Frontier orbital gap ... 0.3137 Eh
LUMO level ... -0.553 eV

x.
Computed, not measured: a molecular structure, CH2N2O, with the ωB97M-V functional and the def2-TZVPD basis.

Geometry (Å):
C: -0.84517 -0.16844 0.22659
N: -0.27037 0.97897 0.09679
N: 1.02014 0.27750 0.11099
O: 0.27742 -0.98144 0.08808
H: -1.94435 -0.45423 0.20391
H: 1.76233 0.34764 -0.72635

Summary:
Frontier orbital gap ... 0.4118 Eh
LUMO level ... 1.002 eV

x ends up most stable, edging out the next structure by 0.0041 hartree.

w.
Computed, not measured: 2 unconnected molecules or ions with the total composition O2, with the ωB97M-V functional and the def2-TZVPD basis.

Geometry (Å):
O: 0.00000 0.00000 1.02369
O: 0.00000 0.00000 -1.02369

Summary:
Frontier orbital gap ... 0.2614 Eh
LUMO level ... -6.030 eV

x.
Computed, not measured: 2 unconnected molecules or ions with the total composition O2, with the ωB97M-V functional and the def2-TZVPD basis.

Geometry (Å):
O: -0.51088 0.08195 0.86000
O: 0.51088 -0.08195 -0.86000

Summary:
Frontier orbital gap ... 0.2653 Eh
LUMO level ... -5.944 eV

y.
Computed, not measured: O2 in the gas phase, with the ωB97M-V functional and the def2-TZVPD basis.

Geometry (Å):
O: 0.00000 0.00000 0.75804
O: 0.00000 0.00000 -0.75804

Summary:
Frontier orbital gap ... 0.2814 Eh
SMILES string ... O=O
LUMO level ... -4.287 eV

y ends up most stable, edging out the next structure by 0.1708 hartree.

w.
Computed, not measured: C21H23N3O4 in the gas phase, with the ωB97M-V functional and the def2-TZVPD basis.

Geometry (Å):
C: 1.66219 1.08656 -3.07715
H: 1.50691 0.06922 -3.43087
H: 0.80561 1.38167 -2.47413
H: 1.71964 1.74186 -3.94258
C: 2.95148 1.17399 -2.26196
C: 2.88869 0.29217 -1.04514
N: 3.83498 -0.56916 -0.95937
N: 3.95840 -1.44858 0.07089
C: 3.01279 -2.19214 0.70664
O: 3.29563 -2.95138 1.60400
C: 1.60718 -1.96853 0.14853
C: 1.24664 -0.57792 0.60432
C: 0.34404 -0.34936 1.63739
C: -0.07162 0.92994 1.95419
C: 0.46561 2.02907 1.23722
C: 1.40370 1.80088 0.25453
C: 1.82023 0.50075 -0.06973
H: 1.85334 2.63265 -0.26104
O: -0.00290 3.25084 1.60603
C: 0.49137 4.38680 0.94281
H: 0.27099 4.35616 -0.12979
H: 1.57056 4.50336 1.08970
H: -0.02440 5.23441 1.39068
O: -0.98447 1.23246 2.90318
C: -1.59276 0.17420 3.60945
H: -2.32416 0.64437 4.26415
H: -2.10124 -0.52116 2.93462
H: -0.86473 -0.37427 4.21503
H: -0.04598 -1.18469 2.19059
C: 0.65390 -3.07654 0.59623
C: -0.82548 -2.71999 0.53172
O: -1.61397 -3.09872 1.36958
N: -1.16033 -1.95921 -0.54882
C: -2.35566 -1.27783 -0.80046
C: -3.51813 -1.48684 -0.06581
C: -4.65562 -0.75723 -0.36096
C: -4.65415 0.17531 -1.38380
C: -3.49866 0.38014 -2.11951
C: -2.35579 -0.33914 -1.83053
H: -1.45268 -0.17514 -2.40347
H: -3.48578 1.10453 -2.92060
H: -5.54675 0.73919 -1.60834
H: -5.55317 -0.92367 0.21581
H: -3.52320 -2.21387 0.72861
H: -0.41336 -1.71220 -1.18157
H: 0.88577 -3.36484 1.62380
H: 0.81769 -3.96241 -0.02329
H: 1.71028 -1.96598 -0.94575
H: 4.92312 -1.71341 0.23726
H: 3.80241 0.85525 -2.86382
H: 3.12184 2.20844 -1.95846

Summary:
Frontier orbital gap ... 0.3236 Eh
SMILES string ... CCC1=NNC(=O)[C@@H](CC(=O)Nc2ccccc2)c2cc(OC)c(OC)cc21
LUMO level ... 0.538 eV

x.
Computed, not measured: C21H23N3O4 in the gas phase, with the ωB97M-V functional and the def2-TZVPD basis.

Geometry (Å):
O: -3.06021 -0.31708 1.60082
C: -3.69824 0.06056 0.63745
C: -3.56328 1.46001 0.15048
C: -2.52622 2.23171 0.67865
C: -2.31955 3.52885 0.25279
C: -3.15784 4.08165 -0.70159
C: -4.20079 3.33155 -1.22190
C: -4.40361 2.02883 -0.80569
H: -5.22390 1.46567 -1.22135
H: -4.85972 3.76542 -1.95923
H: -3.00234 5.09620 -1.03682
H: -1.50834 4.10948 0.66590
H: -1.88742 1.79346 1.43196
C: -4.61352 -0.83904 -0.15533
C: -4.48830 -2.33352 0.16028
C: -3.03534 -2.82467 0.20731
C: -2.22431 -2.28915 -0.95694
O: -2.73122 -1.99149 -2.02376
N: -0.88264 -2.15022 -0.77171
C: -0.13839 -2.37385 0.44431
H: 0.81089 -2.85287 0.17328
H: -0.67178 -3.03804 1.11966
C: 0.16239 -1.02640 1.12906
N: 0.90111 -0.18520 0.21001
C: 2.26139 -0.06369 0.27139
C: 2.92136 -0.04737 1.51734
C: 4.27935 0.12021 1.60519
C: 5.04041 0.27907 0.44762
C: 4.41199 0.27677 -0.79544
C: 3.05187 0.11042 -0.88177
H: 2.60320 0.08883 -1.86120
H: 5.01333 0.39293 -1.68408
N: 6.44950 0.44514 0.53592
O: 7.07075 0.61656 -0.49847
O: 6.96127 0.40692 1.64124
H: 4.77592 0.14235 2.56303
H: 2.35437 -0.13452 2.42993
C: 0.15755 0.01530 -1.01518
H: -0.79756 0.48231 -0.74601
H: 0.68588 0.69687 -1.67858
C: -0.14001 -1.32486 -1.70422
H: 0.79026 -1.83179 -1.97856
H: -0.75473 -1.17792 -2.59289
H: -0.78229 -0.53841 1.38921
H: 0.72873 -1.20593 2.03912
H: -3.01909 -3.91668 0.17496
H: -2.60235 -2.49601 1.14871
H: -4.94633 -2.54908 1.12725
H: -5.03656 -2.87896 -0.60904
H: -4.39520 -0.68916 -1.21430
H: -5.64298 -0.51771 0.02368

Summary:
Frontier orbital gap ... 0.2938 Eh
SMILES string ... O=C(CCCC(=O)N1CCN(c2ccc([N+](=O)[O-])cc2)CC1)c1ccccc1
LUMO level ... -0.125 eV

w ends up most stable, edging out the next structure by 0.0645 hartree.